Entry 1:
51
Properties=species:S:1:pos:R:3:lowdin_charge:R:1 method="wB97M-V/def2-TZVPD" charge=0 multiplicity=1 homo_lumo_gap_ev="6.7 / 6.7"
C -0.101 1.191 2.364 -0.1463
H -5.129 1.355 -1.758 0.1349
F 0.621 3.406 0.717 0.1237
H 1.668 2.336 2.627 0.1759
C 2.883 -1.421 -1.940 -0.4669
O -7.294 0.546 -1.146 0.0755
H -0.866 0.808 4.351 0.1253
C -3.266 0.261 -1.892 -0.1335
C -2.544 1.407 -2.344 -0.1406
F 2.630 2.396 0.337 0.1138
C 0.711 -0.563 3.793 -0.1396
H 0.671 -1.057 4.761 0.1220
H -1.396 -0.365 3.143 0.1315
H -5.404 -2.831 -1.032 0.1249
B 1.568 3.089 -0.278 -1.1877
C -0.290 0.596 0.982 -0.5935
C 3.609 -0.238 -1.894 -0.2357
C 4.914 -2.577 -1.273 -0.1475
C -2.628 -0.992 -1.729 -0.3066
C 5.603 -1.382 -1.230 -0.1414
F 5.609 0.948 -1.515 0.1317
F 5.539 -3.717 -0.971 0.1220
C -5.376 -0.709 -1.339 -0.1407
H -3.105 2.343 -2.452 0.1518
C -4.643 0.393 -1.666 0.0645
O -7.441 -1.582 -0.844 0.0770
H -0.585 2.160 2.367 0.1611
H -2.951 -3.082 -1.400 0.1302
C -4.782 -1.977 -1.258 0.0297
O -1.345 1.431 -2.655 -0.0738
C 1.787 0.515 3.760 -0.0904
N -6.816 -0.570 -1.091 -0.3586
C -0.554 0.240 3.474 -0.0986
F 2.946 -3.762 -1.652 0.0802
C 4.946 -0.207 -1.541 -0.1425
C 3.578 -2.583 -1.625 -0.2479
Ir 0.007 0.162 -1.579 1.2827
O -1.346 -1.202 -1.858 -0.2973
F 3.042 0.919 -2.223 0.0928
F 1.982 4.173 -0.985 0.1938
O 0.752 0.074 0.431 -0.1159
S 1.185 -1.575 -2.415 0.7449
H 1.738 1.132 4.655 0.1338
H 2.802 0.153 3.622 0.1361
C -3.435 -2.117 -1.457 0.0324
N 1.392 1.357 2.585 0.1037
H 0.896 -1.314 3.023 0.1250
H 1.817 0.997 1.714 0.1388
O -1.396 0.638 0.440 0.0457
F 6.895 -1.363 -0.903 0.1269
F 0.903 2.154 -1.202 -0.0274

=====

Entry 2:
54
Properties=species:S:1:pos:R:3:lowdin_charge:R:1 method="wB97M-V/def2-TZVPD" charge=0 smiles="O=C1C=C(CCCCS(=O)(=O)Cl)C(=O)c2ccc(S)cc21.ClC(Cl)(Cl)Cl.ClC(Cl)(Cl)Cl.ClC(Cl)(Cl)Cl.ClC(Cl)(Cl)Cl" multiplicity=1 homo_lumo_gap_ev=8.7
H 4.209 1.226 -1.135 0.0760
C -0.400 0.353 -0.366 -0.0900
Cl -4.729 -1.339 -1.164 0.4631
C -6.150 2.370 -0.410 -2.0255
C 3.997 1.606 1.205 -0.1590
H 0.584 -1.549 2.323 -0.0422
Cl -5.543 -3.731 -2.556 0.5291
C 1.563 0.206 1.615 -0.0848
Cl -11.675 0.109 -2.128 0.5247
H 5.008 0.216 -3.129 0.1019
C -0.483 -4.473 4.285 -2.0115
C -0.373 -0.666 0.557 -0.5566
Cl -10.756 1.742 -4.325 0.5243
C 0.576 -0.753 1.562 -0.0756
O 6.251 -2.382 -1.742 -0.3345
H 6.738 -0.212 -3.087 0.1072
Cl -7.436 1.273 0.111 0.4950
O 2.565 3.393 0.495 0.1324
Cl -0.548 -5.917 3.267 0.5274
C 5.233 2.147 0.524 -0.1131
C 2.689 2.214 0.750 -0.2837
O 2.485 -0.135 3.802 0.1194
C 0.593 1.318 -0.308 0.0022
O 5.918 -0.805 0.027 -0.3252
H 6.126 1.594 0.811 0.1058
H 4.929 0.172 2.444 0.1326
Cl -6.058 3.743 0.699 0.5368
Cl -2.058 -4.216 5.046 0.5270
C 4.997 1.984 -1.020 -0.1725
Cl -6.898 -2.929 -0.134 0.5241
H 0.671 2.151 -1.001 0.1298
H 4.594 2.899 -1.461 0.1172
Cl 0.751 -4.682 5.532 0.5339
C -5.338 -2.983 -0.966 -2.0222
H 5.311 3.222 0.713 0.1238
Cl -8.849 0.357 -2.659 0.4869
C -10.400 1.204 -2.679 -2.0447
Cl -4.197 -3.948 -0.007 0.5094
C 5.886 0.112 -2.485 -0.2573
H 6.414 2.138 -2.628 0.1157
Cl -0.081 -3.065 3.280 0.6063
H 7.117 1.329 -1.166 0.1137
Cl -6.481 2.956 -2.044 0.5204
Cl -4.613 1.496 -0.402 0.4820
C 4.007 0.639 2.113 0.0699
C 2.675 0.185 2.647 -0.2944
H -1.148 0.430 -1.146 0.1065
C 1.552 1.218 0.663 -0.1052
C 6.236 1.447 -1.797 -0.1990
S 5.567 -1.211 -1.298 0.3538
S -1.650 -1.932 0.409 0.7029
H -2.592 -1.499 1.276 -0.1091
Cl -10.329 2.608 -1.606 0.5108
Cl 3.545 -1.626 -1.309 0.3942

=====

Entry 3:
38
Properties=species:S:1:pos:R:3:lowdin_charge:R:1 method="wB97M-V/def2-TZVPD" charge=0 multiplicity=1 homo_lumo_gap_ev=2.4
H 0.986 -5.961 -4.162 0.0898
C 1.287 3.102 1.287 0.0280
H 2.822 4.628 1.365 0.1287
C -1.879 3.108 1.300 0.0283
H -1.100 3.841 1.382 0.0829
H 0.142 -4.459 -4.641 0.0894
C -3.197 3.575 1.327 0.0225
H 1.979 -5.562 0.165 0.0870
C -0.298 1.109 1.028 0.1360
C -1.589 1.708 1.160 -0.1614
N 0.595 -5.056 -3.967 0.1291
C 3.420 1.260 1.225 0.0335
C -0.532 -1.298 -2.137 -0.2562
C -4.018 1.272 1.241 0.0273
H 4.262 0.574 1.210 0.1344
F -5.532 3.128 1.273 0.0684
C 0.435 -2.849 -0.932 -0.3700
H 0.506 3.835 1.366 0.0822
C 2.605 3.566 1.321 0.0216
C 0.757 -4.596 -2.709 -0.3771
C -4.240 2.654 1.286 -0.2023
N -0.076 -1.564 -0.866 0.0234
H -4.861 0.589 1.220 0.1324
H 1.902 -0.263 1.115 0.1335
H -2.504 -0.255 1.174 0.1383
C 0.994 1.703 1.143 -0.1610
C 1.502 -4.863 -0.543 -0.2353
C 3.645 2.642 1.280 -0.1996
N -0.293 -2.325 -3.052 0.0316
H -3.413 4.638 1.363 0.1289
H -0.294 0.030 0.836 0.0912
H -1.070 -0.379 -2.452 0.0800
C -2.710 0.822 1.195 0.0277
N 1.402 -5.327 -1.805 0.0713
N 1.074 -3.641 -0.093 0.0518
F 4.938 3.114 1.276 0.0701
C 0.241 -3.314 -2.338 -0.2418
C 2.112 0.813 1.162 0.0353

=====

Entry 4:
38
Properties=species:S:1:pos:R:3:lowdin_charge:R:1 method="wB97M-V/def2-TZVPD" charge=0 smiles="CSc1ccc(C(=O)O/C(=C/C(=O)c2ccccc2)C(F)(F)F)cc1" multiplicity=1 homo_lumo_gap_ev=8.8
H 4.284 5.647 0.127 0.0086
S 3.058 5.840 -2.067 0.8591
O -0.128 -4.223 -0.029 0.0967
C -4.925 -4.199 1.468 -0.1140
H 1.054 5.337 -0.148 0.0846
H 5.089 4.791 -1.228 0.0400
C 2.155 4.410 -1.660 -0.5840
H -2.763 -1.524 1.715 0.1583
C 0.876 2.097 -0.773 -0.0814
H -4.960 -2.042 2.237 0.1272
C 0.249 0.829 -0.294 -0.4020
H -5.933 -4.521 1.729 0.1017
C -0.969 -3.314 0.169 -0.3616
C 1.188 4.453 -0.662 -0.0959
H 2.213 1.173 -2.256 0.1196
O 0.820 -0.314 -0.725 0.0957
C -3.071 -2.638 1.468 -0.0421
C -2.257 -3.559 0.895 -0.1741
H 5.141 6.603 -1.041 0.0467
C -0.628 -2.033 -0.227 0.0859
C 1.854 2.118 -1.847 -0.0051
F 1.955 -0.473 1.765 0.1145
H 3.266 3.099 -3.015 0.1124
C -4.467 -2.910 1.672 -0.0745
F 2.503 -2.512 0.959 0.1331
C -4.134 -5.157 0.830 -0.0696
H -2.191 -5.668 0.090 0.1183
C 0.509 -1.300 0.118 -0.1485
C -2.730 -4.876 0.637 -0.0025
H -0.291 3.489 0.513 0.1467
O -0.767 0.852 0.381 0.1287
C 0.481 3.346 -0.293 -0.0086
C 2.424 3.240 -2.359 -0.0999
C 1.452 -1.670 1.277 -0.3574
F 0.663 -2.239 2.342 0.0790
H -4.425 -6.156 0.287 0.1380
H -1.107 -1.677 -1.157 0.1693
C 4.513 5.679 -0.896 -0.3430

=====

Entry 5:
47
Properties=species:S:1:pos:R:3:lowdin_charge:R:1 method="wB97M-V/def2-TZVPD" charge=+1 multiplicity=1 homo_lumo_gap_ev=4.0
C -1.314 3.015 -4.301 -0.5216
H 3.102 3.242 3.571 0.0910
N -2.056 -1.352 0.912 0.2058
C -3.326 2.271 -2.743 -0.3277
C -2.874 2.866 -4.131 -0.3196
F -3.465 2.254 -5.172 0.1736
C 2.684 -3.510 0.820 -0.1271
H 4.988 1.879 4.968 0.0936
F -4.655 0.297 -2.940 0.1574
F -2.488 2.787 -1.815 0.1585
H 4.484 -0.748 4.535 0.1038
F -2.625 0.126 -3.680 0.1161
F -0.612 2.011 -3.774 0.1808
H -1.730 -1.493 -2.399 0.1682
N 4.244 -3.816 2.358 0.0187
N 2.880 0.000 3.348 0.0015
F -0.968 4.193 -3.762 0.1777
C 2.417 1.245 3.016 -0.1545
C 3.654 -2.479 0.694 -0.1169
C -3.367 0.456 -0.071 -0.0687
C -2.943 0.040 -1.374 0.0450
H 3.656 -1.673 -0.022 0.0928
H -3.153 0.006 2.039 0.1564
H 2.484 -0.870 3.038 0.1289
H 1.562 1.362 2.371 0.0929
C -5.083 2.436 0.244 0.2331
F -4.593 2.704 -2.566 0.1469
N 0.305 -2.445 -1.110 0.0688
F -1.027 3.133 -5.604 0.1865
C 4.601 -2.694 1.659 -0.1390
C 3.213 2.171 3.636 -0.1119
H 4.762 -4.210 3.123 0.1512
H 2.626 -5.200 2.279 0.1110
C -2.843 -0.324 1.038 0.0270
O 0.461 -3.273 -1.887 0.1761
C -3.383 0.702 -2.698 -0.3419
C 3.076 -4.317 1.857 -0.1294
C 3.969 0.123 4.166 -0.1451
H 5.496 -2.149 1.908 0.1153
C -4.267 1.555 0.115 -0.0475
C 4.199 1.459 4.366 -0.1060
F -3.366 4.134 -4.146 0.1532
C -2.087 -1.089 -1.443 0.1202
H 1.805 -3.645 0.222 0.0404
H -5.744 3.280 0.072 0.0902
N -1.747 -1.675 -0.300 -0.1177
O -0.953 -2.786 -0.415 -0.0079

=====

Entry 6:
41
Properties=species:S:1:pos:R:3:lowdin_charge:R:1 method="wB97M-V/def2-TZVPD" charge=-1 multiplicity=3 homo_lumo_gap_ev="6.6 / 5.4"
H -3.350 7.095 -3.011 0.0804
O 0.571 -0.689 1.779 0.0163
H -1.164 3.819 3.416 0.1071
H -0.959 2.933 -1.522 0.1011
C -3.412 4.361 0.357 -0.0584
H -1.858 7.645 -2.256 0.0780
C 2.704 -0.034 0.992 -0.0578
N -0.980 1.801 1.487 -0.1813
C 1.700 -0.339 2.176 -0.6630
C 2.207 0.847 -0.185 -0.7097
H -4.025 4.106 1.206 0.1047
H 0.853 4.803 4.459 0.0930
C 2.233 3.623 3.360 -0.0381
C -1.688 3.687 -1.178 -0.0523
S -2.411 1.881 0.838 0.5916
N 1.323 1.889 0.285 0.0535
C 1.286 2.354 1.551 -0.1893
C 2.455 2.676 2.315 -0.1610
C 3.674 2.091 2.034 0.0555
H 3.088 3.972 3.921 0.1032
O 2.168 -0.285 3.306 0.0408
C 0.977 4.074 3.670 -0.1003
H -1.180 5.125 -2.677 0.1141
O -3.517 1.877 1.758 -0.3031
H 4.866 0.572 1.099 0.1382
H 3.047 -0.995 0.599 0.1544
H 4.541 2.378 2.607 0.1058
H -4.222 6.317 0.071 0.1077
C -0.025 2.633 2.045 -0.2494
O 1.540 0.302 -1.200 -0.1610
C -1.802 4.911 -1.819 -0.0326
C -2.510 3.416 -0.095 -0.2636
C -3.512 5.583 -0.282 -0.0415
C -2.833 7.205 -2.059 -0.0556
C -0.180 3.561 3.055 -0.0187
H -3.408 7.890 -1.440 0.0703
Pd -0.193 0.849 -0.162 1.1155
O -2.426 0.785 -0.149 -0.3957
C 3.856 0.989 1.049 -0.2321
O 3.549 1.355 -0.333 0.0104
C -2.707 5.875 -1.377 -0.2773

=====

Entry 7:
50
Properties=species:S:1:pos:R:3:lowdin_charge:R:1 method="wB97M-V/def2-TZVPD" charge=-1 multiplicity=5 homo_lumo_gap_ev="7.1 / 7.4"
N -2.230 2.248 -2.273 0.0911
O 3.625 -2.471 -3.035 0.0728
H 2.614 -3.407 -1.594 0.1093
H -2.920 3.580 -0.738 0.1243
H 3.330 -3.282 2.493 0.1059
H -0.428 1.107 4.039 0.1284
C 1.279 -2.929 1.847 -0.0302
O -0.792 0.083 -0.321 -0.1493
O 1.370 4.495 3.503 0.0555
O -1.096 -1.206 3.321 0.0419
C 0.437 -2.835 0.772 -0.0740
C -0.260 1.404 3.014 0.0675
H 4.116 -3.638 0.136 0.1367
H -3.904 -1.366 -2.416 0.0821
S -1.549 0.031 -3.728 0.5943
C 2.643 -3.229 1.662 -0.0493
C -2.385 0.941 -2.547 -0.7692
C 0.377 2.587 2.711 -0.1510
S -0.019 -2.786 -1.946 0.6234
Rh 0.433 -0.212 -2.161 0.8668
C 0.331 2.691 -1.066 -0.6336
H 0.891 -2.744 2.840 0.1045
C -3.622 1.480 -0.774 -0.0479
O 0.785 1.893 -1.949 -0.1326
C 3.088 -3.428 0.393 -0.0646
H 0.984 3.950 1.161 0.1318
C -2.966 2.593 -1.160 -0.0597
C 0.555 2.982 1.381 0.0681
C -3.561 -0.941 -1.475 -0.0353
N -1.458 -0.571 2.337 -0.3474
C 3.025 -1.426 -3.029 -0.5571
N -3.272 0.471 -1.652 -0.1145
H -0.606 -2.582 0.884 0.0935
N 0.817 3.446 3.790 -0.3681
H -4.280 1.300 0.056 0.1224
O 4.644 -0.348 -1.268 0.1341
C 0.922 -3.015 -0.541 -0.7194
H -4.329 -1.038 -0.712 0.0908
O 0.013 3.866 -1.277 0.0092
C -0.457 0.900 0.594 -0.2888
H -1.490 2.817 -2.669 0.1377
O 2.405 -0.354 -0.747 0.0170
O 0.624 3.078 4.940 0.0406
O -2.424 -0.877 1.663 0.0686
O 2.232 -0.753 -3.652 0.0022
C -0.707 0.616 1.975 -0.0716
H -2.654 -1.451 -1.152 0.0521
N 2.232 -3.344 -0.650 0.0656
C 3.464 -0.494 -1.327 -0.5281
C 0.174 2.168 0.348 -0.0465

=====

Entry 8:
41
Properties=species:S:1:pos:R:3:lowdin_charge:R:1 method="wB97M-V/def2-TZVPD" charge=0 multiplicity=2 homo_lumo_gap_ev="8.0 / 6.3"
C -1.592 -1.433 0.118 -0.0560
F -1.349 0.066 5.020 -0.2240
C -0.203 0.625 -4.236 -0.0768
H -3.185 -2.829 0.423 0.1085
H -4.356 1.301 0.508 0.1083
F 0.542 1.589 4.484 -0.2388
Ag -1.219 2.804 0.506 0.7810
C -2.920 -1.785 0.325 -0.0621
C 2.078 -0.562 1.612 -0.0838
H 3.354 -1.568 3.004 0.1101
C -1.260 -0.087 0.002 -0.4501
H 2.363 2.008 -1.713 0.1062
C 2.909 -2.475 -0.231 -0.0785
H -1.249 -0.151 -2.536 0.1008
H -4.939 -1.113 0.610 0.1104
C 3.393 -2.501 1.071 -0.0770
H 3.235 -3.216 -0.949 0.1043
C -0.387 0.408 -2.876 -0.0861
F -0.517 0.320 2.713 -0.2692
H 1.742 0.175 2.332 0.0912
F -0.818 2.744 2.808 -0.3663
H 1.634 -1.470 -1.633 0.1059
P 0.356 0.719 -0.145 1.0670
C -3.600 0.542 0.365 -0.0932
C -3.912 -0.816 0.435 -0.0635
C 0.905 1.325 -4.690 -0.0841
H -0.926 0.238 -4.943 0.1055
C 1.587 -0.539 0.310 -0.3595
C 1.831 1.816 -3.779 -0.0808
C 1.641 1.613 -2.420 -0.1083
H 2.699 2.363 -4.125 0.1050
F -1.636 2.531 5.118 -0.2282
H 1.047 1.490 -5.750 0.1041
H -0.816 -2.188 0.066 0.1143
C 2.978 -1.548 1.989 -0.0640
H 4.099 -3.267 1.368 0.1049
As -1.087 1.388 3.966 0.7074
C -2.279 0.818 0.144 -0.1522
C 0.533 0.902 -1.957 -0.3943
C 2.006 -1.495 -0.615 -0.0894
F -2.680 1.258 3.302 -0.2484

=====

Short version: largest force on an atom = 2.4; 1.9; 4.4; 6.4; 2.5; 3.3; 0.2; 0.8 eV/Å, in the order given.